ORCA calculation (ωB97M-V with the def2-TZVPD basis set) on a molecular structure, C43H60ClN3O8W in a non-equilibrium geometry.

Values from the calculation:
- HOMO level (alpha / beta) (eV) = -7.5839 / -8.3128
- electronic energy (a.u.) = -2967.97412
- HOMO-LUMO gap (alpha / beta) (eV) = 7.176 / 7.857
- LUMO (alpha / beta) (eV) = -0.41 / -0.46
- 2S+1 = 3

Last column: Löwdin spin population.
Element x y z (Å)
W -10.297 -16.832 0.171  1.646
Cl -5.829 -14.992 1.409  0.000
O -9.309 -18.306 -0.577  0.042
O -9.945 -17.609 2.025  0.053
O -9.497 -16.074 3.617  0.025
O -8.379 -21.705 7.710  0.000
O -8.586 -15.841 0.546  0.060
O -8.637 -22.881 5.918  0.000
O -8.587 -13.805 -0.442  0.007
O -11.749 -15.551 0.627  0.047
N -8.688 -21.836 6.536  0.000
N -10.790 -16.391 -1.985  0.017
N -12.013 -18.298 -0.181  0.004
C -11.583 -19.537 0.530  0.006
C -14.720 -16.260 3.420  -0.001
C -6.718 -19.678 -0.942  0.000
C -9.091 -20.845 4.248  0.000
C -9.725 -16.875 -2.874  0.008
C -6.687 -18.759 -2.181  0.000
C -9.539 -18.437 4.113  -0.001
C -9.275 -19.665 -0.421  0.007
C -10.700 -24.555 0.412  0.000
C -14.290 -17.250 2.530  0.001
C -9.254 -24.771 -1.548  0.000
C -8.189 -21.806 -0.596  -0.001
C -13.223 -14.648 2.299  -0.001
C -13.342 -17.820 0.371  0.002
C -10.950 -14.956 -2.211  0.011
C -13.326 -16.966 1.583  0.002
C -8.213 -14.556 0.418  0.009
C -9.016 -20.695 5.612  0.001
C -8.112 -20.408 -0.749  0.002
C -14.273 -14.966 3.209  0.000
C -9.685 -17.251 3.226  0.012
C -9.342 -18.361 5.529  0.001
C -13.471 -12.697 0.802  0.000
C -15.311 -18.033 5.042  0.000
C -15.786 -16.739 4.372  0.000
C -10.455 -21.691 -0.011  0.000
C -9.398 -22.466 -0.310  0.003
C -10.473 -20.297 -0.076  0.005
C -12.681 -15.700 1.572  0.010
C -8.232 -24.516 0.773  0.000
C -12.081 -17.069 -2.312  0.006
C -12.813 -13.189 2.104  0.000
C -11.342 -12.907 2.006  0.000
C -6.533 -18.863 0.342  0.000
C -9.356 -24.043 -0.201  0.000
C -17.097 -17.025 3.672  0.000
C -16.000 -15.708 5.457  0.000
C -5.559 -20.655 -1.172  0.000
C -13.442 -12.443 3.279  0.000
C -7.365 -14.173 1.614  -0.001
C -9.308 -19.687 3.509  0.002
C -9.160 -19.497 6.255  0.000
C -12.103 -18.453 -1.665  0.005
H -12.947 -13.181 0.007  0.000
H -8.707 -16.701 -2.469  0.001
H -16.709 -16.100 6.165  0.000
H -4.598 -20.121 -1.172  0.000
H -17.427 -16.125 3.132  0.000
H -8.360 -25.587 1.054  0.000
H -13.247 -12.826 4.258  0.000
H -11.405 -22.067 0.310  0.000
H -17.947 -17.294 4.276  0.000
H -14.491 -12.275 3.077  0.000
H -9.346 -17.366 5.986  0.000
H -7.106 -13.092 1.694  0.000
H -10.849 -13.476 2.808  0.000
H -12.916 -16.391 -2.039  0.000
H -12.132 -17.290 -3.375  0.000
H -7.271 -24.367 0.267  0.000
H -9.871 -16.304 -3.762  0.000
H -8.316 -24.479 -2.071  0.000
H -8.953 -21.822 3.742  0.000
H -6.930 -19.342 -3.079  0.000
H -9.124 -19.408 7.351  0.000
H -14.782 -18.186 2.544  0.000
H -14.539 -12.948 0.770  0.000
H -13.780 -17.225 -0.450  0.000
H -8.303 -23.908 1.707  0.000
H -15.068 -15.437 5.967  0.000
H -10.048 -24.509 -2.232  0.000
H -9.993 -14.373 -2.079  0.001
H -10.633 -25.605 0.545  0.000
H -12.549 -20.129 0.522  0.001
H -9.123 -25.818 -1.345  0.000
H -17.049 -17.846 3.006  0.000
H -11.582 -24.236 -0.197  0.000
H -13.241 -11.668 0.547  0.000
H -5.578 -18.410 0.198  0.000
H -10.978 -24.173 1.395  0.000
H -9.331 -19.727 2.435  0.000
H -7.835 -14.468 2.520  0.000
H -6.602 -19.521 1.185  0.000
H -5.616 -21.313 -2.023  0.000
H -15.416 -18.859 4.384  0.000
H -7.300 -18.081 0.411  0.000
H -11.697 -14.637 -1.496  0.001
H -9.776 -17.948 -2.936  0.000
H -10.899 -13.216 1.078  0.000
H -14.257 -17.882 5.379  0.000
H -11.253 -19.032 -1.940  0.000
H -7.405 -17.955 -2.105  0.000
H -5.419 -21.324 -0.345  0.000
H -13.965 -18.678 0.551  0.000
H -11.375 -14.794 -3.182  0.001
H -13.032 -11.461 3.306  0.000
H -11.199 -11.797 2.147  0.000
H -13.048 -18.972 -1.964  0.000
H -16.399 -14.787 4.965  0.000
H -11.393 -19.216 1.595  0.001
H -5.678 -18.309 -2.395  0.000
H -15.920 -18.301 5.903  0.000
H -14.606 -14.211 3.845  0.000
H -7.286 -22.413 -0.764  0.000